The following is a quantum chemistry calculation of one molecule with the formula C4H4FN, from the Open Molecules 2025 dataset.

ORCA input file:
```
! RIJCOSX wB97M-V def2-TZVPD def2/J DEFGRID3
* xyz 0 1
F -2.58 0.56 0.73
C -0.34 -0.44 0.34
C 1.79 0.39 -0.77
H -1.26 1.31 -0.76
H 1.70 -1.14 0.88
C 1.18 -0.42 0.15
C -1.35 0.62 0.04
H -0.70 -0.77 1.32
H -0.80 -1.20 -0.47
N 2.37 1.10 -1.47
*
```

- Highest occupied orbital energy (spin up / spin down): -9.4 / -8.3 eV
- Strongest force on any atom: 3.15 eV Å⁻¹
- Electronic energy: -309.27517 hartree
- ΔE to the lowest compared entry with this formula, charge and spin: 92.0 kcal/mol
- Frontier orbital gap (spin up / spin down): 9.64 / 6.78 eV